ORCA calculation (ωB97M-V/def2-TZVPD) on a molecular structure, C9H22InO10S2.

Element x y z (Å)
1 C -2.18 -2.92 0.01
2 C -2.95 -1.55 -0.22
3 C -2.49 -0.35 0.71
4 C -2.34 -0.73 2.25
5 In -0.62 0.74 0.02
6 C 1.27 -0.50 0.09
7 O 1.13 -1.64 1.01
8 O 1.09 -2.78 0.20
9 H -1.44 -3.07 -0.84
10 H -1.71 -3.03 1.02
11 H -2.95 -3.76 -0.08
12 H -2.95 -1.24 -1.31
13 H -4.05 -1.75 0.03
14 H -3.32 0.43 0.67
15 H -1.39 -1.28 2.51
16 H -2.31 0.24 2.84
17 H -3.28 -1.31 2.54
18 H -0.40 2.13 1.16
19 H -0.80 1.51 -1.61
20 H 2.09 0.16 0.53
21 H 1.61 -0.91 -0.91
22 H 0.77 -3.49 0.78
23 C 1.40 -0.12 -5.08
24 C 0.44 -1.16 -4.54
25 O -0.81 -0.49 -4.43
26 S -0.92 0.63 -5.60
27 O -1.67 0.07 -6.69
28 O -1.24 1.88 -5.00
29 O 0.64 0.64 -6.03
30 H 1.74 0.56 -4.29
31 H 2.27 -0.57 -5.57
32 H 0.75 -1.56 -3.58
33 H 0.32 -1.99 -5.25
34 C 3.01 1.74 4.41
35 C 3.09 3.07 3.69
36 O 1.80 3.27 3.12
37 S 0.69 2.59 4.08
38 O 0.13 3.62 4.91
39 O -0.12 1.72 3.29
40 O 1.70 1.70 4.98
41 H 3.09 0.90 3.70
42 H 3.77 1.64 5.18
43 H 3.86 3.08 2.91
44 H 3.28 3.89 4.39

The calculation puts the lowest unoccupied orbital energy at 0.0879 hartree. Its orbital gap is 6.331 eV. As for the net charge: -1. As for the total energy: -57001.6764 eV.